Computed, not measured: a structure of composition C12H27ClIO5P2Tc, with wB97M-V/def2-TZVPD.

Each line ends with the Löwdin spin population.
Geometry (Å):
H 0.461356 -3.331582 2.303234  0.00
P 1.334859 -0.543634 -1.872465  0.02
C -2.087151 1.148199 -2.800890  -0.05
H 1.679100 2.335591 2.880244  0.00
H -0.085148 -2.482388 -2.166615  0.00
C 0.384591 1.302309 4.280448  0.00
H 1.965616 -3.480511 4.377563  0.00
O 1.633063 -1.847925 1.437537  -0.01
H 1.748017 -0.697776 -4.255869  0.00
H 3.542277 -1.317280 -2.507808  0.00
H 0.334271 0.338001 4.807390  0.00
H 0.306382 2.098738 5.029184  0.00
H -1.109408 1.301603 -3.270037  0.00
C -2.576866 3.218927 1.933667  0.01
H 2.877503 -3.668018 2.855915  0.00
H -2.457546 2.141537 -2.500304  0.00
H 1.612016 -2.818220 -2.629005  0.00
H 2.540973 1.568538 4.193695  0.00
H 3.478352 -0.931045 -0.760074  0.00
H 3.587569 0.390729 -1.955195  0.00
P 1.450567 -0.248008 1.343108  -0.02
H -3.405328 3.071248 1.238688  0.00
C 2.282894 -2.976325 3.462394  0.00
H 1.149587 -2.752938 -0.895777  0.00
C 3.166000 -0.602775 -1.760322  0.01
C 1.676066 1.459319 3.542176  0.00
H -0.473918 1.393843 3.606535  0.00
O -2.855917 -0.347970 -1.074063  -0.17
I 2.320785 2.340169 -0.107310  0.62
H 1.254484 0.957519 -3.776022  0.00
H -2.775843 0.680853 -3.523487  -0.01
H -2.665801 2.471768 2.723954  0.00
H -0.411472 3.297999 1.891862  0.01
C 1.087866 -2.519660 2.681503  0.00
O -1.260905 -1.984872 0.569070  0.04
H 0.028537 -0.342892 -3.910261  0.00
H 0.462266 -1.799166 3.234849  0.00
C -1.995444 0.300738 -1.597028  -0.11
Cl 3.589460 3.484097 2.021623  0.78
H 2.894615 -2.108315 3.732950  0.00
H -1.201607 3.824775 0.383480  0.04
C -0.736682 -0.997283 0.230961  0.03
Tc 0.141043 0.637091 -0.296762  1.12
C -1.249923 3.093927 1.205690  0.08
H -2.677653 4.209120 2.384324  0.00
C 0.963821 -2.328380 -1.889557  0.02
O -1.125082 1.783837 0.690212  0.61
C 1.063142 -0.113446 -3.622766  0.00
O 1.974716 0.289535 2.718458  -0.03

Atomic forces in eV per Å
0.17 0.19 -0.14
1.94 -2.26 -2.58
1.18 0.96 -0.79
-0.14 -0.41 0.28
0.16 -0.13 0.04
-0.30 -0.51 0.18
0.00 -0.01 -0.08
-0.74 3.57 -1.02
-0.17 0.14 0.29
-0.18 0.22 0.22
-0.01 0.33 -0.05
0.06 -0.13 -0.12
-0.30 0.04 0.05
-0.28 -0.01 -0.12
-0.08 0.08 0.23
-0.10 -0.30 0.06
-0.18 0.15 0.19
0.01 -0.30 -0.04
0.02 0.00 -0.20
0.03 -0.31 -0.01
1.24 -1.62 2.18
0.00 0.08 0.06
0.15 0.05 -0.04
-0.02 -0.07 -0.29
-0.08 0.37 0.19
-0.07 1.70 0.23
0.01 -0.07 0.06
3.58 2.34 -1.68
-0.44 0.05 -0.39
0.00 -0.24 -0.15
0.07 -0.01 0.40
0.09 0.06 0.00
0.08 -0.09 -0.36
0.12 -0.42 0.97
2.34 4.20 -1.28
0.35 -0.03 -0.03
0.21 -0.19 -0.28
-4.83 -2.75 1.72
0.43 0.31 -0.05
-0.04 -0.26 0.06
0.11 -0.26 -0.17
-3.47 -5.34 1.14
0.02 1.70 3.32
-0.55 0.20 1.17
0.09 -0.07 -0.10
-0.30 -0.03 0.29
1.03 0.03 -1.12
-0.28 0.55 0.06
-0.90 -1.54 -2.28

Values from the calculation:
Strongest force on any atom, eV/A: 6.47
E_HOMO (spin up / spin down), eV: -18.97 / -19.37
Net charge: +3
2S+1: 4
Energy above the lowest of the compared OMol25 structures with the same formula, charge and spin, kJ/mol: 326.79